1.
{"formula": "C12H27GaIO9", "method": "ωB97M-V/def2-TZVPD", "symbols": ["H", "I", "C", "H", "H", "O", "O", "H", "H", "C", "C", "C", "H", "H", "C", "O", "C", "H", "H", "H", "H", "O", "H", "H", "H", "H", "O", "C", "H", "O", "H", "C", "H", "O", "H", "H", "H", "Ga", "C", "H", "H", "C", "O", "O", "C", "C", "H", "H", "H", "H"], "positions_angstrom": [[-3.215, 2.268, -1.129], [-1.870, -4.105, 4.513], [2.617, 4.156, -1.665], [-4.235, -3.493, 0.542], [3.322, 2.787, 0.786], [2.131, 5.341, -2.051], [2.107, -0.986, -1.149], [1.674, -1.609, -3.709], [2.610, 7.135, -2.839], [-4.290, 1.350, 0.483], [3.138, 6.259, -2.467], [2.401, 2.210, 0.694], [-3.455, 1.312, 1.186], [3.538, -2.455, -1.420], [-3.802, 1.364, -0.950], [-5.158, 0.230, 0.722], [1.970, 2.099, -0.751], [3.774, 6.531, -1.623], [3.703, -0.960, -2.371], [0.548, -2.053, 2.208], [-5.705, -3.839, 1.505], [-3.329, -1.074, 0.920], [-4.258, -3.126, 2.283], [1.087, -5.469, 5.619], [-3.167, 0.499, -1.146], [-4.905, 2.223, 0.702], [0.642, -0.940, 0.431], [-0.115, -1.584, 1.479], [-0.785, -2.333, 1.057], [-5.429, -1.880, 1.088], [-4.643, 1.356, -1.646], [-4.860, -3.167, 1.374], [1.620, 2.679, 1.295], [1.528, -2.934, -0.164], [-0.694, -0.785, 1.934], [1.564, -3.121, -2.779], [3.758, 5.824, -3.252], [0.808, -4.304, 4.575], [1.432, -1.743, -0.268], [1.198, -4.637, 3.071], [1.280, -2.854, 5.049], [2.998, -1.711, -2.009], [1.604, 3.397, -1.285], [3.786, 3.873, -1.633], [2.245, -2.356, -3.154], [-4.521, -0.923, 0.928], [1.070, 1.496, -0.852], [2.573, 1.206, 1.087], [2.953, -2.827, -3.840], [2.755, 1.672, -1.378]], "forces_ev_per_a": [[-0.02, -0.05, 0.00], [-0.20, 0.05, -0.06], [-0.16, 0.06, 0.45], [-0.03, 0.00, 0.09], [-0.04, -0.03, -0.01], [-0.03, 0.04, -0.18], [0.17, 0.14, -0.05], [0.03, -0.01, 0.03], [0.02, -0.06, 0.03], [0.05, 0.10, -0.03], [0.11, 0.15, -0.07], [0.02, -0.10, 0.01], [-0.08, 0.01, -0.07], [-0.06, 0.06, -0.05], [0.08, 0.05, -0.02], [-0.10, 0.16, 0.12], [-0.04, -0.14, 0.02], [-0.02, -0.01, -0.07], [-0.05, -0.03, 0.04], [-0.02, 0.03, -0.10], [0.06, 0.07, -0.02], [0.14, -0.01, 0.13], [0.00, -0.04, -0.08], [-0.01, 0.01, 0.00], [-0.04, 0.06, 0.02], [0.03, -0.06, -0.01], [0.20, 0.05, -0.02], [-0.22, -0.12, 0.16], [0.08, 0.07, 0.06], [0.01, 0.10, 0.13], [0.02, 0.01, 0.04], [0.08, -0.22, 0.08], [0.02, -0.02, -0.04], [0.04, -0.11, 0.05], [0.03, -0.13, -0.01], [0.05, 0.05, -0.02], [-0.06, 0.06, 0.07], [0.20, 0.03, -0.02], [-0.25, 0.02, 0.02], [-0.02, 0.00, 0.02], [-0.02, -0.02, -0.01], [0.01, -0.06, -0.05], [-0.02, -0.02, -0.12], [0.18, -0.09, -0.16], [0.04, -0.06, -0.04], [-0.11, -0.16, -0.35], [0.07, 0.05, 0.01], [-0.01, 0.07, -0.01], [-0.04, 0.01, 0.02], [-0.08, 0.04, 0.08]], "lumo_ha": 0.082, "total_charge": -1, "molar_mass_g_mol": 512.0, "orbital_gap_ev": 7.0146, "total_energy_ha": -3373.1824}



2.
{"formula": "C12H27NO7SSi2", "method": "ωB97M-V/def2-TZVPD", "symbols": ["H", "H", "H", "Si", "C", "O", "H", "O", "H", "C", "H", "H", "H", "H", "C", "O", "O", "N", "H", "H", "H", "H", "H", "H", "C", "C", "H", "H", "Si", "C", "H", "O", "H", "C", "C", "C", "H", "H", "H", "C", "S", "H", "O", "H", "O", "H", "C", "H", "H", "C"], "positions_angstrom": [[6.081, 2.920, -4.475], [-2.838, -0.690, 3.766], [-9.240, 1.574, 3.593], [-6.720, 0.364, 3.336], [-10.709, 0.546, 2.222], [8.882, 0.106, -4.041], [-6.716, 1.101, 4.618], [3.502, -1.477, 0.282], [9.903, 0.947, -5.634], [-3.873, 1.782, 3.012], [10.683, -0.438, -4.847], [-11.406, 0.939, 3.070], [-6.519, 1.358, 2.257], [0.558, -4.170, 0.470], [6.052, 1.680, -2.697], [6.980, 0.687, -3.149], [1.855, -2.445, -0.956], [-8.383, -0.316, 3.049], [0.590, -3.954, 2.212], [4.598, -2.826, -0.843], [5.350, -1.245, -0.569], [-10.873, -0.572, 1.995], [6.547, 2.403, -2.042], [-0.319, -1.811, 0.195], [4.408, -1.752, -0.786], [10.109, 0.474, -4.671], [-4.101, 0.241, 0.073], [-8.650, 1.537, 1.819], [-3.898, -0.159, 2.914], [2.250, -1.917, 0.059], [-4.646, 4.112, 2.814], [1.524, -1.693, 1.170], [4.026, -1.376, -1.738], [-9.186, 0.915, 2.637], [8.148, 1.155, -3.627], [0.163, -2.139, 1.122], [5.303, 1.159, -2.093], [4.904, 1.618, -4.525], [-10.935, 1.147, 1.252], [0.076, -3.644, 1.298], [-3.364, -0.654, 0.879], [-0.359, -1.649, 1.947], [-5.467, -0.837, 3.210], [4.598, 3.052, -3.517], [8.473, 2.319, -3.697], [-0.967, -3.967, 1.348], [-4.126, 3.083, 2.936], [-8.331, -0.987, 2.253], [10.699, 1.136, -4.034], [5.366, 2.360, -3.868]], "forces_ev_per_a": [[-0.03, 0.00, 0.18], [-0.14, -0.20, 0.08], [0.15, -0.95, -1.69], [-0.75, -1.38, -0.59], [0.28, 1.06, -0.24], [-0.33, 0.36, 0.29], [0.08, -0.30, 0.02], [-0.54, -0.05, -0.05], [0.06, 0.10, 0.16], [-1.97, 7.04, -0.41], [-0.31, -0.02, 0.13], [1.07, -1.04, -1.68], [0.18, -0.13, -0.01], [-0.13, 0.12, 0.00], [-0.46, 0.50, 0.04], [0.62, -0.05, -0.02], [0.27, 0.43, 0.59], [1.29, 1.05, -0.92], [-0.15, 0.10, 0.02], [-0.11, 0.10, -0.14], [-0.24, 0.00, 0.22], [0.35, 1.80, 0.58], [0.10, -0.11, -0.21], [0.23, -0.07, 0.05], [0.38, -0.01, -0.28], [0.43, 0.01, -0.20], [0.66, -0.83, 1.34], [-1.00, -1.00, 1.14], [-1.56, 0.90, -0.95], [-0.16, -0.25, 0.08], [1.59, -2.29, 0.36], [0.45, 0.19, -0.44], [-0.06, -0.18, 0.11], [-0.61, -0.04, 0.63], [-0.16, 0.16, -0.15], [-0.57, -0.38, -0.04], [0.27, -0.21, -0.10], [-0.07, 0.02, 0.17], [0.13, -1.09, 1.70], [0.25, -0.19, -0.11], [-0.44, 0.66, -0.59], [0.34, 0.14, -0.06], [0.82, 2.77, 0.28], [0.04, -0.09, 0.02], [-0.15, -0.77, 0.12], [0.05, 0.07, 0.02], [0.10, -6.69, 0.19], [-0.22, 0.67, 0.75], [-0.19, 0.03, -0.12], [0.16, 0.05, -0.28]], "lumo_ha": 0.009, "total_charge": 0, "molar_mass_g_mol": 385.6, "orbital_gap_ev": 9.8606, "total_energy_ha": -2032.0507}



> What is the formula in the first record?

C12H27GaIO9